Record 1
{"formula": "C48H38F6NOP2S2SiV", "method": "the ωB97M-V functional and the def2-TZVPD basis", "elements": ["V", "S", "S", "P", "P", "Si", "F", "F", "F", "F", "F", "F", "O", "N", "C", "C", "C", "C", "C", "C", "C", "C", "C", "C", "C", "C", "C", "C", "C", "C", "C", "C", "C", "C", "C", "C", "C", "C", "C", "C", "C", "C", "C", "C", "C", "C", "C", "C", "C", "C", "C", "C", "C", "C", "C", "C", "C", "C", "C", "C", "C", "C", "H", "H", "H", "H", "H", "H", "H", "H", "H", "H", "H", "H", "H", "H", "H", "H", "H", "H", "H", "H", "H", "H", "H", "H", "H", "H", "H", "H", "H", "H", "H", "H", "H", "H", "H", "H", "H", "H"], "positions_angstrom": [[-0.772961, -0.506926, -0.663319], [-2.417420, -0.805622, -2.498948], [-2.097890, -3.814288, -3.038782], [-1.223346, 1.834735, -0.292820], [0.927155, -0.833779, 0.967550], [-2.183189, -0.728137, 1.274913], [1.065862, -1.976099, -3.134228], [1.017162, 2.622398, -4.240614], [2.711272, -1.475009, -4.421650], [1.701213, 1.204245, -5.738932], [0.688366, -1.277600, -5.126622], [-0.331457, 1.122070, -4.997361], [0.684411, 0.542877, -2.343470], [-1.112275, -2.505047, -1.022542], [-2.908323, 2.773658, -3.870960], [2.146408, -2.106908, 0.430058], [-2.507563, 3.420103, 1.675131], [-2.458538, 2.463958, -1.510924], [-0.030538, 3.241007, -0.252534], [4.028432, -3.813021, -0.732445], [-0.882388, -3.839248, -0.758051], [-3.756025, 2.513615, 3.512282], [-0.605245, -6.598590, -0.489652], [1.600386, 1.233357, 2.695735], [-4.165098, 3.277473, -3.569728], [0.566893, -2.404132, 4.753873], [3.500907, -4.096376, 0.517719], [3.623050, -2.670155, -1.407113], [-3.305535, 3.612760, 2.788885], [-0.813164, -2.453604, 4.916254], [0.526632, 3.637706, 0.964037], [-0.258155, -5.745037, 0.554299], [2.914045, 0.849935, -3.223718], [-2.068126, 2.369900, -2.846917], [2.693509, -1.826813, -0.823163], [-1.646336, -1.963049, 3.923408], [-1.819724, -2.321505, -2.119092], [0.254520, -1.458285, 2.559079], [-2.621224, 1.014331, 1.978132], [1.898733, 5.269485, -0.143645], [-3.411597, 1.234281, 3.109677], [-3.829380, -1.706783, 1.394182], [0.937933, 1.322904, -4.615374], [1.437664, 0.401260, -3.439414], [1.100240, -1.885532, 3.586387], [1.366614, 4.869836, -1.360553], [-2.162962, 2.127248, 1.265541], [0.416989, 3.861066, -1.416775], [2.106943, 0.387056, 1.708394], [1.463741, -1.079800, -4.042824], [-4.571847, 3.361992, -2.247599], [2.561001, -3.255815, 1.095967], [3.451435, 0.493177, 1.364011], [1.477024, 4.644047, 1.020408], [2.417280, 2.154134, 3.328164], [-1.135555, -1.459447, 2.725066], [4.269790, 1.417957, 1.998962], [-1.306115, -4.717370, -1.774414], [3.757138, 2.250280, 2.981100], [-1.149014, -6.089327, -1.659203], [-3.730901, 2.951461, -1.221829], [-0.398773, -4.374475, 0.432672], [3.479724, 0.094760, -2.682854], [-4.327849, -1.578516, 2.359731], [4.751086, -4.482976, -1.181648], [-4.517712, -1.378858, 0.612093], [-2.719761, -1.969416, 4.083500], [3.819777, -4.987848, 1.044952], [-3.583977, 4.615768, 3.090283], [0.558074, 1.139430, 2.982103], [2.350721, -0.924763, -1.317635], [4.399108, 2.968578, 3.476079], [0.025493, 3.553573, -2.376436], [1.224173, -2.763773, 5.536771], [2.640450, 6.057771, -0.103657], [-3.640067, -2.773754, 1.246606], [-5.557145, 3.745746, -2.010299], [3.871461, -0.154747, 0.608030], [2.174658, -1.796902, 3.474158], [2.010150, 2.800391, 4.097157], [1.892039, 4.941792, 1.976094], [3.422301, 1.048605, -4.165219], [-4.085589, 2.998618, -0.202469], [-1.461792, -6.747837, -2.459576], [2.147855, -3.507575, 2.062292], [4.013962, -2.456953, -2.393643], [-4.832748, 3.584321, -4.366116], [-2.155427, 4.276046, 1.111673], [-1.234218, -2.858979, 5.829493], [-0.473298, -7.667393, -0.376927], [5.316520, 1.480778, 1.727049], [-3.763055, 0.385925, 3.688638], [-1.101469, 1.932806, -3.049195], [0.108614, -6.162063, 1.484656], [2.875236, 1.760359, -2.626916], [1.697189, 5.343961, -2.276888], [0.199875, 3.167051, 1.879312], [-2.591430, 2.671619, -4.900461], [-4.380933, 2.661838, 4.386109], [-0.184082, -3.709910, 1.256493]], "atomic_forces_ev_per_a": [[0.94, 1.14, -1.45], [-0.30, 0.33, -0.43], [0.11, 0.21, 0.21], [-0.75, 1.11, 0.39], [1.03, -0.40, 1.13], [-0.76, -0.14, 0.86], [-0.12, 0.02, 0.07], [0.06, -0.14, -0.14], [-0.01, 0.14, -0.05], [-0.17, 0.03, 0.21], [-0.04, 0.16, 0.06], [0.10, -0.05, 0.08], [-0.31, -0.52, 0.15], [-0.05, -0.86, -0.25], [0.01, 0.00, 0.00], [0.04, 0.08, -0.23], [0.03, -0.01, 0.08], [0.08, -0.04, -0.21], [0.21, -0.09, 0.09], [0.01, 0.06, -0.02], [-0.08, -0.40, -0.09], [-0.03, -0.07, 0.06], [0.01, -0.05, -0.04], [0.08, -0.16, -0.02], [-0.01, 0.01, -0.05], [0.11, 0.01, -0.02], [0.03, -0.09, 0.06], [0.09, -0.08, -0.01], [0.04, 0.06, -0.05], [-0.09, 0.02, 0.02], [-0.12, 0.01, -0.12], [0.00, 0.01, 0.07], [-0.18, 0.03, 0.07], [-0.01, -0.03, 0.10], [-0.13, 0.07, 0.18], [-0.01, -0.04, 0.11], [-0.18, -0.81, -0.23], [-0.04, -0.12, 0.08], [0.08, -0.18, -0.19], [-0.02, -0.04, 0.02], [0.00, 0.09, 0.08], [0.22, 0.16, -0.03], [0.06, -0.06, 0.01], [0.28, 0.09, -0.47], [-0.07, 0.02, 0.06], [0.05, 0.05, -0.05], [0.01, 0.09, 0.09], [-0.10, -0.08, -0.04], [-0.11, 0.18, -0.08], [-0.08, -0.11, 0.11], [-0.06, 0.02, -0.01], [-0.05, 0.08, 0.04], [-0.10, 0.03, -0.02], [0.08, 0.09, -0.01], [0.01, 0.02, 0.09], [0.03, 0.03, -0.30], [0.03, 0.03, -0.01], [-0.03, 0.19, 0.00], [0.02, 0.00, 0.01], [0.03, -0.01, 0.01], [0.07, -0.06, 0.07], [0.00, 0.14, -0.05], [-0.02, 0.02, 0.04], [-0.01, -0.03, 0.00], [-0.01, -0.01, 0.00], [0.01, 0.01, -0.01], [0.01, -0.05, -0.01], [-0.05, 0.00, 0.01], [0.02, 0.00, 0.00], [-0.01, 0.07, 0.05], [0.01, -0.10, -0.10], [0.00, 0.00, 0.00], [0.07, 0.09, 0.11], [-0.01, 0.02, 0.01], [0.00, 0.00, 0.00], [0.01, 0.00, -0.01], [0.00, -0.03, 0.02], [0.02, -0.02, -0.02], [0.01, -0.03, 0.02], [-0.03, -0.01, -0.01], [-0.01, -0.04, 0.01], [0.11, -0.03, 0.01], [0.01, 0.01, 0.04], [-0.01, -0.01, 0.01], [-0.01, -0.05, -0.01], [-0.02, 0.07, 0.00], [0.00, 0.01, 0.02], [-0.01, 0.02, -0.01], [0.00, 0.01, 0.00], [-0.02, 0.00, -0.01], [-0.01, 0.00, -0.02], [-0.03, 0.00, -0.03], [-0.06, -0.08, -0.11], [0.03, 0.02, -0.01], [-0.02, -0.02, 0.01], [-0.01, -0.02, -0.01], [-0.02, 0.05, -0.01], [0.05, 0.00, -0.01], [0.01, -0.01, 0.00], [0.08, -0.02, 0.05]], "gap_ev": [6.78, 7.11], "total_charge": -1, "multiplicity": 4, "s_squared": 3.769}

***

Record 2
{"formula": "C6H10N2", "method": "the ωB97M-V functional and the def2-TZVPD basis", "elements": ["N", "N", "C", "C", "C", "C", "C", "C", "H", "H", "H", "H", "H", "H", "H", "H", "H", "H"], "positions_angstrom": [[0.794490, -1.970438, -0.244416], [-1.178814, 3.142976, -0.313783], [-0.560772, 0.906709, -0.390228], [-0.553699, 3.189387, 0.822970], [0.431627, -3.367130, -0.333249], [-1.315828, 1.897367, -0.813675], [0.263704, 0.961719, 0.767899], [0.127884, 2.117684, 1.437334], [1.775690, -1.934006, -0.433888], [1.070988, 0.193830, 0.924556], [-0.575270, -3.695602, -0.029262], [0.720184, -3.778026, -1.317253], [0.267718, -1.524218, -1.114921], [-1.886159, 1.545106, -1.795194], [0.665866, 2.083630, 2.299528], [-0.526659, 4.108837, 1.464459], [1.141222, -3.979449, 0.168574], [-0.662171, 0.101625, -1.099449]], "atomic_forces_ev_per_a": [[-2.65, 1.11, -2.13], [-1.68, 0.02, -0.40], [1.65, -3.15, 0.79], [0.67, 0.83, 2.69], [0.69, -1.55, -1.15], [-1.20, 1.39, -2.90], [0.18, -1.54, -2.83], [-0.62, -0.10, -1.65], [0.57, 0.35, -0.30], [-1.47, 0.71, 0.32], [0.35, 0.68, -0.20], [-1.09, 0.15, -0.39], [1.89, -0.85, 2.52], [0.70, 2.08, 2.05], [1.20, 1.30, 2.66], [-0.18, -0.35, -1.29], [0.47, -0.29, 1.60], [0.52, -0.78, 0.61]], "gap_ev": 10.37}

***

Respective DFT total energy values: -5293.9191; -344.0449 Ha.
Respective energy relative to the best compared isomer or geometry (same formula, charge and spin) values: 25.6; 57.6 kcal/mol.
Respective strongest force on any atom values: 2.1; 3.6 eV Å⁻¹.